P:
Molecular formula: C4H10O
Method: DFT, wB97M-V/def2-TZVPD

Its structure (SMILES) is C=CO.CC. The HOMO energy comes out at -9.0 eV. As for the HOMO-LUMO gap: 9.8 eV. As for the LUMO energy: 0.780 eV.

```
! RIJCOSX wB97M-V def2-TZVPD def2/J DEFGRID3
* xyz 0 1
H 0.8852 -1.5748 1.7598
H -1.5347 3.1098 0.5183
C -1.3165 2.1377 0.2241
C 0.1791 1.8463 0.3260
C 0.2167 -2.4348 -1.2374
H 1.8949 -2.9126 0.2680
C 0.9278 -2.4517 -0.1073
H -1.9018 1.2655 0.6855
H -0.6564 -1.8024 -1.4304
H 0.4596 1.2062 -0.4764
H -1.4729 2.1283 -0.9098
O 0.3595 -1.6361 0.8855
H 0.9590 2.7306 0.2996
H 0.4924 -3.0615 -2.0927
H 0.5082 1.4493 1.2871
*
```

Results of the Mulliken charge analysis, in e, for atoms 1 through 4: atom 1 (H): 0.313, atom 2 (H): 0.334, atom 3 (C): -0.757, atom 4 (C): -0.707

=====

Q:
Molecular formula: C4H10O
Method: DFT, wB97M-V/def2-TZVPD

The HOMO energy comes out at -7.2 eV. As for the HOMO-LUMO gap: 7.9 eV. As for the LUMO energy: 0.761 eV.

```
! RIJCOSX wB97M-V def2-TZVPD def2/J DEFGRID3
* xyz 0 1
H -2.6992 -0.0015 0.1142
C 0.8669 -0.1502 -0.8666
H 1.6832 0.1119 0.9944
O -0.3328 1.5860 0.2583
H 2.6406 -1.0006 -0.0633
H -0.8946 0.7466 -1.5860
H 0.9970 -0.6191 -1.8296
H -1.5692 -0.8033 1.2544
C -0.3272 0.6048 -0.6724
H -0.0473 -0.7664 -0.2117
H 2.6626 0.7278 -0.3018
H -1.9729 -1.5835 -0.3126
C 2.0218 -0.1110 -0.0177
C -1.8092 -0.6248 0.1987
H -1.2603 1.8128 0.4574
*
```

Results of the Mulliken charge analysis, in e, for atoms 1 through 4: atom 1 (H): 0.429, atom 2 (C): -0.214, atom 3 (H): 0.298, atom 4 (O): -0.505

=====

Unit: kJ/mol. Relative energies: P 0.0; Q 261.8.

=====

P:
Molecular formula: C4H10O
Method: DFT, wB97M-V/def2-TZVPD

Its structure (SMILES) is CC[C@H](C)O. The HOMO energy comes out at -10.1 eV. As for the HOMO-LUMO gap: 11.0 eV. As for the LUMO energy: 0.932 eV.

```
! RIJCOSX wB97M-V def2-TZVPD def2/J DEFGRID3
* xyz 0 1
C -1.2040 0.1166 0.1708
H 1.7283 0.8810 0.3908
O 0.7183 -0.8876 -0.9075
C 0.1214 -0.6293 0.3464
C 1.1765 0.0149 1.0792
H 2.0108 -0.7495 1.1865
H -1.4464 0.4331 1.1581
H -1.9834 -0.5267 -0.2158
H -0.0691 -1.6304 0.8556
H -0.1855 1.9327 -0.1187
H -1.8301 1.9658 -0.7572
H -0.4700 0.9548 -1.6004
H 0.2035 -1.5916 -1.3590
H 1.0872 0.3747 2.1368
C -0.8925 1.3407 -0.6659
*
```

Results of the Mulliken charge analysis, in e, for atoms 1 through 4: atom 1 (C): -0.561, atom 2 (H): 0.260, atom 3 (O): -0.590, atom 4 (C): 0.467

=====

Q:
Molecular formula: C4H10O
Method: DFT, wB97M-V/def2-TZVPD

Its structure (SMILES) is C/C=C\O.C. The HOMO energy comes out at -8.6 eV. As for the HOMO-LUMO gap: 9.5 eV. As for the LUMO energy: 0.854 eV.

```
! RIJCOSX wB97M-V def2-TZVPD def2/J DEFGRID3
* xyz 0 1
C 0.2731 0.3425 -1.7850
H 0.5693 -0.1046 2.1522
H 0.3332 2.4424 -2.2601
C 0.5532 -1.0422 2.7143
H -0.9333 1.5500 -3.1062
H -1.2006 -0.7661 0.7542
H 1.1056 -0.9154 3.6487
H 1.1196 0.0091 -2.3804
H -1.1225 1.9247 -1.3856
H 0.4222 -1.3621 -0.5390
H -0.4801 -1.3123 2.9511
O -1.1603 -0.1263 0.0354
C -0.0998 -0.4350 -0.7730
C -0.3987 1.6332 -2.1515
H 1.0189 -1.8380 2.1248
*
```

Results of the Mulliken charge analysis, in e, for atoms 1 through 4: atom 1 (C): -0.133, atom 2 (H): 0.271, atom 3 (H): 0.279, atom 4 (C): -1.078

=====

R:
Molecular formula: C4H10O
Method: DFT, wB97M-V/def2-TZVPD

Its structure (SMILES) is CC(C)(C)O. The HOMO energy comes out at -10.2 eV. As for the HOMO-LUMO gap: 11.1 eV. As for the LUMO energy: 0.940 eV.

```
! RIJCOSX wB97M-V def2-TZVPD def2/J DEFGRID3
* xyz 0 1
H 0.4126 1.4486 -1.5460
H -1.4615 -1.5024 -0.3376
C -1.3670 -0.6744 0.3729
H 0.4951 1.7943 0.9887
H -2.2313 -0.0137 0.2216
O -0.3621 1.3734 0.8490
H 1.2188 -0.5977 1.7407
H 1.5523 -1.3110 0.1407
H -1.4317 -1.0653 1.3927
C 0.0696 0.4242 -1.3742
C 1.2314 -0.4040 0.6632
C -0.1028 0.1622 0.1359
H 2.0181 0.3461 0.4750
H 0.8174 -0.2589 -1.7882
H -0.8588 0.2786 -1.9343
*
```

Results of the Mulliken charge analysis, in e, for atoms 1 through 4: atom 1 (H): 0.304, atom 2 (H): 0.362, atom 3 (C): -1.598, atom 4 (H): 0.377

=====

Unit: kJ/mol. Relative energies: P 85.2; Q 75.1; R 0.0.

=====

P:
Molecular formula: C4H9NO3
Method: DFT, wB97M-V/def2-TZVPD

The HOMO energy comes out at -9.4 eV. As for the HOMO-LUMO gap: 4.6 eV. As for the LUMO energy: -4.753 eV.

```
! RIJCOSX wB97M-V def2-TZVPD def2/J DEFGRID3
* xyz 0 1
H 1.6306 1.5458 0.6351
H 0.9015 -1.2599 3.4167
H 0.0848 -0.2453 -1.9966
C 1.1903 1.4378 -0.3873
H -1.6015 -1.0698 0.6556
H 2.0528 1.1940 -1.0778
C -1.0262 -0.4272 0.0160
H 1.0196 -1.2174 0.4400
C -0.2314 -0.9783 -1.1260
H -2.5693 0.1777 -0.9948
H 0.5173 0.0946 1.2100
H -1.3144 1.3020 -1.0064
O 0.5676 -1.0338 2.5980
N -1.9070 0.6606 -0.4726
C 0.4478 -0.3059 0.2344
O -0.0031 -2.2245 -1.3493
O 0.2406 2.3494 -0.7950
*
```

Results of the Mulliken charge analysis, in e, for atoms 1 through 4: atom 1 (H): 0.286, atom 2 (H): 0.209, atom 3 (H): 0.348, atom 4 (C): -0.144

=====

Q:
Molecular formula: C4H9NO3
Method: DFT, wB97M-V/def2-TZVPD

Its structure (SMILES) is C[C@@H](C=O)NC=O.O. The HOMO energy comes out at -10.3 eV. As for the HOMO-LUMO gap: 10.7 eV. As for the LUMO energy: 0.437 eV.

```
! RIJCOSX wB97M-V def2-TZVPD def2/J DEFGRID3
* xyz 0 1
H 1.3516 1.2563 -1.7026
H 2.7283 -0.0146 1.5836
H 0.7771 -1.0082 0.1319
H -2.7215 -0.1879 -1.1448
H -2.4991 0.5327 1.1202
C -0.7758 0.3795 -0.3586
H -1.2528 -0.5068 -2.2684
O -0.8177 -0.0839 1.9802
C -1.6880 -0.4989 -1.2757
H -1.4737 -1.5391 -1.0018
C -1.4199 0.3279 1.0220
H -0.8717 1.4226 -0.6698
C 1.5722 0.4095 -1.0384
O 2.3987 -0.1760 2.4783
O 2.6906 -0.0522 -1.0014
N 0.5641 -0.1212 -0.3013
H 1.4376 -0.1398 2.4465
*
```

Results of the Mulliken charge analysis, in e, for atoms 1 through 4: atom 1 (H): 0.334, atom 2 (H): 0.320, atom 3 (H): 0.320, atom 4 (H): 0.401

=====

Unit: kJ/mol. Relative energies: P 1162.5; Q 0.0.

=====

P:
Molecular formula: C4H9NO3
Method: DFT, wB97M-V/def2-TZVPD

The HOMO energy (alpha / beta) comes out at -8.7 / -8.7 eV. As for the HOMO-LUMO gap (alpha / beta): 8.8 / 8.8 eV. As for the LUMO energy (alpha / beta): 0.075 / 0.075 eV.

```
! RIJCOSX wB97M-V def2-TZVPD def2/J DEFGRID3
* xyz 0 1
H -3.0063 1.8275 1.8852
H -0.4167 1.7548 1.1346
H -2.0733 0.4135 2.4197
C 0.6078 -0.8600 -0.3337
H 2.2671 -2.0379 0.3117
H -3.1379 0.3094 0.9842
C -2.4545 0.9436 1.5481
O 0.0779 -0.7648 0.7503
H 2.4130 -0.8859 -2.4088
H 0.1774 -0.3532 -1.2190
O -1.4712 1.3561 -0.5740
C 1.8023 -1.7389 -0.6308
C -1.3437 1.3987 0.6926
O -0.7954 2.6171 -0.8611
H 3.1254 -0.2333 -1.0820
H 1.4408 -2.6493 -1.1262
N 2.7873 -1.0973 -1.4907
*
```

Results of the Mulliken charge analysis, in e, for atoms 1 through 4: atom 1 (H): 0.330, atom 2 (H): 0.401, atom 3 (H): 0.302, atom 4 (C): 0.243

=====

Q:
Molecular formula: C4H9NO3
Method: DFT, wB97M-V/def2-TZVPD

The HOMO energy comes out at -9.8 eV. As for the HOMO-LUMO gap: 5.7 eV. As for the LUMO energy: -4.115 eV.

```
! RIJCOSX wB97M-V def2-TZVPD def2/J DEFGRID3
* xyz 0 1
O -0.5327 1.6016 -2.2140
H 2.1826 -1.3038 1.8388
H 1.7113 0.3035 2.0156
C 0.2230 0.4591 -0.2444
H -0.5591 -0.5359 -1.9348
O -1.1911 -1.4201 0.1448
C -1.2380 0.0402 0.1816
H 0.0479 -1.4272 0.2105
C 0.1146 0.3771 -1.8118
H 1.1324 0.1124 -2.2488
H -1.6257 1.3203 -1.3199
H 0.4349 -0.8526 2.4997
O -2.0991 0.7591 -0.5960
N 1.0728 -0.5886 0.3104
H 0.2735 1.5476 0.0784
H -1.2640 0.2785 1.3390
C 1.3169 -0.6712 1.7509
*
```

Results of the Mulliken charge analysis, in e, for atoms 1 through 4: atom 1 (O): -0.612, atom 2 (H): 0.329, atom 3 (H): 0.393, atom 4 (C): -0.156

=====

R:
Molecular formula: C4H9NO3
Method: DFT, wB97M-V/def2-TZVPD

The HOMO energy comes out at -7.7 eV. As for the HOMO-LUMO gap: 8.1 eV. As for the LUMO energy: 0.355 eV.

```
! RIJCOSX wB97M-V def2-TZVPD def2/J DEFGRID3
* xyz 0 1
O 2.6468 1.4271 1.0998
H 2.5031 -0.6700 2.5059
C -1.9565 -0.2736 -2.5769
H -1.7270 -0.9948 -3.3919
C -0.9722 -0.2998 -1.3951
O -0.3851 0.6872 -0.9398
H 0.6166 1.6559 -0.1969
O -0.8758 -1.4926 -0.7954
H -2.9577 -0.4593 -2.1680
H 0.8784 -1.0637 2.2731
H -0.4855 0.6427 0.7177
C 1.6228 0.7453 1.3685
H 1.2552 0.0714 3.5668
H -1.9748 0.7570 -2.9882
C 1.5303 -0.2787 2.5243
H -0.2822 -1.3423 -0.0673
N 0.5637 0.8883 0.4636
*
```

Results of the Mulliken charge analysis, in e, for atoms 1 through 4: atom 1 (O): -0.676, atom 2 (H): 0.310, atom 3 (C): -0.994, atom 4 (H): 0.313

=====

Unit: kJ/mol. Relative energies: P 161.9; Q 388.3; R 0.0.